[1]
Computed, not measured: H16O8Y as an isolated structure, with wB97M-V/def2-TZVPD.

```
25
Properties=species:S:1:pos:R:3
Y -0.079 0.164 -0.046
O -2.416 0.210 -0.123
H -2.867 -0.595 -0.481
H -3.101 0.791 0.247
O -0.406 1.847 -1.587
H -1.255 2.236 -1.816
H 0.188 2.555 -1.907
O 1.728 -0.857 1.233
H 2.523 -0.478 1.588
H 1.720 -1.817 1.431
O -0.743 0.144 2.241
H -0.115 0.181 2.945
H -1.432 -0.348 2.685
O -0.773 -2.063 0.589
H -0.484 -2.312 1.482
H -0.942 -2.861 0.034
O -0.820 -0.921 -1.969
H -0.419 -1.792 -2.090
H -0.888 -0.697 -2.872
O 1.171 2.000 0.866
H 1.165 2.431 1.736
H 2.081 2.059 0.563
O 1.870 0.261 -1.355
H 2.414 -0.453 -1.113
H 1.887 0.317 -2.278
```

Summary:
* LUMO level: -10.52 eV
* relative energy (zero: lowest compared OMol25 entry of this formula, charge and spin): 0.644 eV
* DFT total energy: -17660.226 eV
* total charge: +3

***

[2]
Computed, not measured: a 8-piece molecular cluster, C50H78N10O5S overall, with wB97M-V/def2-TZVPD.

```
144
Properties=species:S:1:pos:R:3
C -0.646 -6.366 1.735
C -0.988 -7.238 0.398
O -0.084 -8.037 0.000
O -2.277 -7.103 -0.267
C -3.337 -6.897 0.710
C -4.827 -7.100 0.134
C -5.062 -6.535 -1.358
C -5.209 -4.922 -1.432
C -3.877 -4.101 -1.104
C -4.001 -2.545 -1.173
C -5.342 -1.821 -1.567
C -6.656 -2.595 -1.915
N -7.885 -1.864 -2.304
C -8.205 -0.934 -1.437
O -8.359 0.181 -0.865
C -6.573 -4.188 -1.820
C -7.906 -5.011 -2.168
C -9.078 -4.906 -1.058
C -8.639 -4.217 0.331
C -9.743 -4.359 1.517
C -11.264 -4.156 1.030
N -12.168 -4.110 2.251
C -4.987 -0.259 -1.492
O -5.467 0.724 -2.122
N -3.903 -0.268 -0.466
C -3.286 1.046 -0.111
C -2.756 0.974 1.434
C -1.611 2.107 1.660
S -0.074 1.188 2.248
C -2.962 -1.358 -0.890
O -1.705 -1.303 -1.021
H 0.439 -6.506 2.078
H -1.340 -6.757 2.566
H -0.918 -5.265 1.503
H -3.194 -7.707 1.536
H -3.304 -5.885 1.254
H -5.008 -8.249 0.093
H -5.630 -6.698 0.868
H -4.125 -6.782 -2.005
H -5.934 -7.097 -1.856
H -2.877 -4.591 -0.833
H -8.320 -4.555 -3.157
H -7.701 -6.118 -2.386
H -9.947 -4.294 -1.505
H -9.524 -5.961 -0.841
H -8.513 -3.092 0.141
H -7.638 -4.603 0.749
H -9.512 -3.489 2.256
H -9.613 -5.331 2.140
H -11.364 -3.103 0.542
H -11.589 -5.005 0.328
H -12.071 -3.199 2.737
H -13.159 -4.203 1.974
H -4.150 1.825 -0.094
H -2.492 1.426 -0.847
H -3.602 1.203 2.198
H -2.399 -0.100 1.616
H -1.454 2.666 0.671
H -1.930 2.781 2.531
H 0.199 0.196 1.290
C 4.720 2.753 0.720
C 4.683 1.495 -0.141
C 3.311 0.818 -0.147
C 2.940 0.407 1.253
N 2.645 0.083 2.362
H 4.519 2.529 1.771
H 5.709 3.218 0.671
H 3.983 3.485 0.376
H 5.441 0.794 0.223
H 4.956 1.759 -1.168
H 3.332 -0.068 -0.786
H 2.548 1.499 -0.535
C 7.124 7.650 0.504
C 5.690 7.825 0.995
C 4.910 6.509 1.035
C 4.834 5.918 -0.347
N 4.775 5.452 -1.443
H 7.155 7.279 -0.524
H 7.649 8.608 0.520
H 7.673 6.949 1.141
H 5.177 8.541 0.344
H 5.709 8.259 1.999
H 3.896 6.683 1.405
H 5.397 5.793 1.704
C -12.606 -8.086 0.798
C -11.455 -8.741 0.042
C -10.360 -9.272 0.970
C -9.776 -8.140 1.771
N -9.313 -7.242 2.403
H -12.273 -7.210 1.362
H -13.376 -7.748 0.099
H -13.068 -8.790 1.497
H -11.028 -8.011 -0.655
H -11.847 -9.567 -0.557
H -9.566 -9.743 0.384
H -10.767 -10.023 1.654
C 5.956 -1.030 3.739
C 6.717 -0.696 5.017
C 6.713 0.801 5.335
C 7.373 1.561 4.215
N 7.896 2.162 3.327
H 6.412 -0.561 2.865
H 5.960 -2.109 3.566
H 4.915 -0.699 3.803
H 7.748 -1.052 4.921
H 6.265 -1.239 5.853
H 7.257 0.990 6.264
H 5.690 1.165 5.461
C 8.939 13.700 -0.293
C 8.903 12.442 -1.155
C 7.532 11.763 -1.160
C 7.161 11.349 0.239
N 6.867 11.021 1.347
H 8.739 13.474 0.758
H 9.927 14.166 -0.343
H 8.200 14.431 -0.636
H 9.663 11.741 -0.792
H 9.174 12.706 -2.182
H 7.553 10.877 -1.801
H 6.767 12.442 -1.548
C 4.124 4.413 -6.821
C 4.885 4.743 -5.541
C 4.885 6.239 -5.217
C 5.546 7.004 -6.333
N 6.069 7.608 -7.217
H 4.581 4.885 -7.695
H 4.126 3.334 -6.996
H 3.083 4.745 -6.754
H 5.916 4.386 -5.639
H 4.433 4.198 -4.707
H 5.429 6.421 -4.286
H 3.862 6.604 -5.088
C 9.252 -0.604 -1.369
C 9.515 -0.416 0.121
C 8.885 -1.514 0.980
C 7.392 -1.516 0.793
N 6.209 -1.517 0.645
H 8.185 -0.556 -1.600
H 9.744 0.185 -1.944
H 9.637 -1.569 -1.717
H 9.130 0.562 0.428
H 10.596 -0.404 0.293
H 9.112 -1.342 2.036
H 9.282 -2.495 0.704
```

Summary:
* structure (SMILES): CC(=O)OCCCc1cc2c(c(N=C=O)c1CCCCCN)C(=O)N(CCCS)C2=O.CCCC#N.CCCC#N.CCCC#N.CCCC#N.CCCC#N.CCCC#N.CCCC#N
* LUMO level: -0.68 eV
* relative energy (zero: lowest compared OMol25 entry of this formula, charge and spin): 7.565 eV
* DFT total energy: -89077.075 eV
* total charge: 0

***

[3]
Computed, not measured: a 2-piece molecular cluster, C2H8S4 overall, with wB97M-V/def2-TZVPD.

```
14
Properties=species:S:1:pos:R:3
C 2.566 0.035 -1.231
S 1.445 -1.421 -0.778
S 1.720 -1.225 1.325
H 2.189 0.884 -0.704
H 3.596 -0.367 -1.084
H 2.470 0.284 -2.303
H 0.454 -1.331 1.682
C -1.909 1.290 0.704
S -2.082 -0.315 1.547
S -2.943 -1.336 -0.039
H -1.106 1.823 1.233
H -1.642 1.043 -0.305
H -2.917 1.654 0.710
H -1.841 -1.018 -0.757
```

Summary:
* structure (SMILES): CSS.CSS
* LUMO level: 0.27 eV
* relative energy (zero: lowest compared OMol25 entry of this formula, charge and spin): 0.663 eV
* DFT total energy: -45544.078 eV
* total charge: 0

***

[4]
Computed, not measured: a 2-piece molecular cluster, C19H33BN5O7P2 overall, with wB97M-V/def2-TZVPD.

```
67
Properties=species:S:1:pos:R:3
C -0.327 6.813 1.206
C -0.323 5.317 1.940
N -0.330 4.121 1.032
C -0.277 2.814 1.771
C -0.226 1.434 0.835
P -0.239 1.418 -1.082
N -1.949 1.089 -1.529
O 0.161 2.968 -1.769
C -0.136 -0.068 1.566
C -0.144 -0.172 3.202
C -0.068 -1.697 3.849
N -1.206 -2.520 3.212
C -0.193 1.218 4.073
P -0.157 1.045 5.989
O -1.708 0.310 6.441
O 1.128 -0.029 6.489
C -0.253 2.747 3.396
N -0.251 3.896 4.364
C -0.289 5.165 3.560
O -0.245 6.444 4.345
B -1.608 6.955 4.590
O -1.742 8.425 4.891
O -2.866 6.186 4.519
H -0.133 7.696 1.961
H -1.423 6.938 0.769
H 0.405 6.826 0.272
H -2.305 0.488 -0.731
H -2.486 1.992 -1.454
H 0.887 3.414 -1.206
H -0.070 -1.056 0.900
H -0.258 -1.724 5.004
H 0.953 -2.244 3.636
H -1.490 -3.308 3.867
H -0.842 -2.965 2.339
H -2.436 0.765 5.919
H 0.680 -0.758 7.033
H -1.059 8.880 4.301
H -3.169 6.295 3.551
C -0.445 -4.660 -4.505
C -0.409 -3.304 -3.745
C 0.049 -2.171 -4.704
C 1.542 -2.203 -5.020
C 2.370 -2.243 -3.737
C 1.953 -3.387 -2.775
N 0.472 -3.431 -2.534
O 0.152 -2.376 -1.660
C 2.436 -4.749 -3.344
C 2.772 -3.238 -1.452
C -1.908 -3.044 -3.377
H -1.403 -4.817 -5.016
H 0.315 -4.732 -5.286
H -0.323 -5.507 -3.821
H -0.188 -1.193 -4.265
H -0.512 -2.225 -5.646
H 1.782 -3.058 -5.656
H 1.812 -1.309 -5.594
H 3.431 -2.340 -4.001
H 2.273 -1.274 -3.230
H 2.066 -5.583 -2.737
H 3.531 -4.809 -3.342
H 2.141 -4.922 -4.377
H 2.636 -2.259 -0.977
H 3.848 -3.338 -1.641
H 2.494 -4.012 -0.726
H -2.286 -3.815 -2.696
H -2.539 -3.056 -4.274
H -2.067 -2.065 -2.912
```

Summary:
* LUMO level: -7.44 eV
* DFT total energy: -61255.968 eV
* total charge: +1

***

[5]
Computed, not measured: a 3-piece molecular cluster, C5H15N2OS overall, with wB97M-V/def2-TZVPD.

```
24
Properties=species:S:1:pos:R:3
C -1.174 -3.073 1.051
C -3.257 -2.184 0.174
C 3.992 1.881 -2.157
C 2.839 2.438 -1.738
C 1.380 2.879 0.147
N -2.055 -1.925 1.027
N 2.585 2.603 -0.398
O -1.198 0.768 0.554
S 1.063 2.606 1.784
H -0.546 -3.200 0.153
H -0.404 -2.860 1.857
H -1.595 -4.063 1.232
H -4.222 -1.769 0.414
H -2.957 -2.024 -0.911
H -3.310 -3.283 0.278
H 4.132 1.760 -3.243
H 4.714 1.489 -1.424
H 2.074 2.803 -2.341
H -1.578 -1.112 0.840
H 0.717 3.412 -0.563
H -2.519 -1.814 1.980
H 3.310 2.336 0.235
H -0.701 0.897 -0.228
H -1.291 1.437 1.276
```

Summary:
* LUMO level: -3.10 eV
* relative energy (zero: lowest compared OMol25 entry of this formula, charge and spin): 0.677 eV
* DFT total energy: -21283.124 eV
* total charge: +1

***

[6]
Computed, not measured: a 2-piece molecular cluster, C4H5Br2ClO overall, with wB97M-V/def2-TZVPD.

```
13
Properties=species:S:1:pos:R:3
C -1.353 -1.199 -0.852
C 1.099 0.622 -0.903
C -0.139 0.489 1.367
C 0.561 -0.175 0.231
O -1.386 -1.155 -2.026
Cl -2.394 -1.915 0.275
Br -1.644 1.580 0.744
Br 1.616 -1.664 0.784
H 0.421 1.446 -1.130
H 1.191 0.003 -1.795
H 2.083 1.036 -0.671
H -0.564 -0.243 2.056
H 0.509 1.176 1.920
```

Summary:
* LUMO level (alpha / beta): -0.50 / -0.53 eV
* relative energy (zero: lowest compared OMol25 entry of this formula, charge and spin): 1.818 eV
* DFT total energy: -158881.717 eV
* total charge: 0

***

[7]
Computed, not measured: a 5-piece molecular cluster, C11H29N3O10 overall, with wB97M-V/def2-TZVPD.

```
53
Properties=species:S:1:pos:R:3
C -0.031 -3.397 1.388
N 1.198 -4.005 1.976
O 1.139 -5.085 2.475
O 2.301 -3.366 1.915
H 0.331 -2.897 0.510
H -0.440 -2.658 2.092
H -0.761 -4.169 1.140
C 0.066 2.285 0.517
N -0.625 1.729 -0.714
O -1.548 0.955 -0.628
O -0.366 2.279 -1.777
H 0.773 3.017 0.138
H 0.674 1.474 0.992
H -0.681 2.651 1.257
C 3.468 -2.390 -0.701
N 2.665 -1.084 -0.411
O 1.491 -1.049 -0.658
O 3.324 -0.163 0.051
H 4.044 -2.552 0.181
H 4.056 -2.045 -1.563
H 2.790 -3.107 -1.160
C 4.029 2.478 2.247
O 4.781 3.439 1.526
C 5.102 3.041 0.248
C 5.689 4.202 -0.623
O 7.113 4.120 -0.687
C 7.948 4.432 0.445
H 4.454 1.485 2.123
H 2.984 2.450 1.881
H 4.040 2.747 3.309
H 4.235 2.574 -0.307
H 5.892 2.268 0.343
H 5.313 5.139 -0.229
H 5.453 4.210 -1.641
H 7.923 5.489 0.669
H 8.922 4.010 0.231
H 7.728 3.860 1.329
C -8.771 -3.547 0.574
O -7.616 -3.017 -0.033
C -7.929 -2.657 -1.339
C -6.735 -1.965 -1.900
O -6.507 -0.681 -1.354
C -5.425 -0.063 -1.943
H -8.695 -3.430 1.625
H -8.938 -4.587 0.410
H -9.735 -3.066 0.320
H -8.774 -1.954 -1.308
H -8.313 -3.556 -1.915
H -6.778 -1.825 -2.963
H -5.931 -2.640 -1.663
H -5.533 1.014 -1.791
H -5.424 -0.245 -3.036
H -4.368 -0.147 -1.569
```

Summary:
* structure (SMILES): C[N+](=O)[O-].C[N+](=O)[O-].C[N+](=O)[O-].COCCOC.COCCOC
* LUMO level: -0.14 eV
* DFT total energy: -36810.105 eV
* total charge: 0

***

[8]
Computed, not measured: an isolated ion of composition ClH2NO2P and charge -1, with wB97M-V/def2-TZVPD.

```
7
Properties=species:S:1:pos:R:3
N -1.155 -0.037 0.211
P 0.504 -0.383 0.093
O 0.973 -1.380 -1.223
O 1.034 -0.641 1.443
Cl 1.142 1.555 -0.497
H -1.147 0.811 0.682
H -1.351 0.075 -0.709
```

Summary:
* structure (SMILES): N[P@](=O)([O-])Cl
* LUMO level: 3.87 eV
* relative energy (zero: lowest compared OMol25 entry of this formula, charge and spin): 1.132 eV
* DFT total energy: -27432.754 eV
* total charge: -1

***

Number 1: F_max 2.65 eV/Å. Number 2: F_max 8.21 eV/Å. Number 3: F_max 2.14 eV/Å. Number 4: F_max 9.76 eV/Å. Number 5: F_max 5.63 eV/Å. Number 6: F_max 3.90 eV/Å. Number 7: F_max 3.24 eV/Å. Number 8: F_max 7.02 eV/Å.